No. 1
C12H33BO9Si2 | the ωB97M-V functional and the def2-TZVPD basis

The geometry in XYZ format:
```
57
Properties=species:S:1:pos:R:3:nbo_charge:R:1
C -0.1379 2.5939 -2.7556 -0.73
C -0.7010 1.9405 -1.3914 0.81
O -0.2862 2.3728 -0.3076 -0.55
O -1.6821 0.9351 -1.5587 -0.56
C -1.2466 -0.3650 -1.0534 -0.54
Si 0.5577 -0.8593 -1.4667 1.38
O 1.3537 -1.2962 0.0328 -1.20
Si 2.6388 -0.1746 0.3738 1.42
C 4.3208 -0.6967 -0.4011 -1.31
B 4.4839 -0.2899 -1.9579 1.22
O 4.4383 -1.3473 -2.9373 -0.95
O 4.7167 1.0909 -2.3630 -0.94
H 0.0615 3.7075 -2.6332 0.25
H 0.7625 2.0102 -3.1370 0.24
H -0.9781 2.4647 -3.5166 0.23
H -1.9225 -1.1430 -1.5661 0.23
H -1.4792 -0.4637 0.0675 0.24
H 0.5798 -2.0837 -2.2967 -0.19
H 1.3583 0.1877 -2.0990 -0.22
H 2.3039 1.1796 -0.1105 -0.21
H 2.8699 -0.0888 1.8343 -0.19
H 5.2083 -0.3026 0.1904 0.29
H 4.3584 -1.8441 -0.2997 0.27
H 3.5234 -1.5958 -3.1688 0.50
H 3.8274 1.5095 -2.4327 0.49
C 1.5629 1.7514 4.6427 -0.26
O 2.9431 2.0258 4.8428 -0.55
C 3.1952 2.6742 6.0868 -0.09
C 3.6761 1.6871 7.1451 -0.09
O 2.6633 0.7394 7.4731 -0.55
C 2.8416 -0.5014 6.8050 -0.26
H 1.4756 1.0059 3.8502 0.19
H 1.0836 1.3583 5.5413 0.18
H 1.0503 2.6641 4.3253 0.17
H 2.3067 3.2154 6.4292 0.18
H 3.9870 3.4086 5.9089 0.18
H 3.9044 2.2404 8.0614 0.18
H 4.5922 1.1800 6.8243 0.17
H 3.6225 -1.0817 7.3067 0.17
H 3.1110 -0.3708 5.7534 0.18
H 1.9023 -1.0527 6.8573 0.19
C -6.6765 -1.5752 -5.1469 -0.26
O -6.6308 -1.9791 -3.7851 -0.55
C -5.7217 -3.0545 -3.5656 -0.09
C -4.3878 -2.5571 -3.0189 -0.09
O -3.7043 -1.7441 -3.9700 -0.56
C -3.8723 -0.3541 -3.7193 -0.26
H -7.1350 -0.5857 -5.1924 0.19
H -5.6826 -1.5168 -5.5947 0.18
H -7.2932 -2.2756 -5.7174 0.17
H -5.5782 -3.6346 -4.4835 0.18
H -6.1804 -3.7128 -2.8214 0.19
H -3.7473 -3.4221 -2.8194 0.18
H -4.5247 -2.0179 -2.0752 0.17
H -3.2143 -0.0461 -2.9025 0.18
H -4.9047 -0.1003 -3.4644 0.18
H -3.5938 0.1902 -4.6225 0.19
```

HOMO-LUMO gap	9.4	eV
highest occupied orbital energy	-9.18	eV
calculated total energy	-1758.02497	hartree
energy relative to the best compared isomer or geometry (same formula, charge and spin)	174.8	kJ/mol

***

No. 2
C12H33BrCuN3O3 | the ωB97M-V functional and the def2-TZVPD basis

The geometry in XYZ format:
```
53
Properties=species:S:1:pos:R:3:nbo_charge:R:1
Cu 1.9241 -6.3260 21.1664 0.83
Br 2.1288 -4.3504 19.2307 -0.75
C 3.0557 1.5266 19.6002 -0.61
C 2.7538 0.0953 20.0850 -0.06
C 1.3020 -0.4362 19.9967 -0.06
O 0.4374 0.5638 20.4384 -0.56
C -0.9450 0.3677 20.1879 -0.24
N 3.5229 -0.9365 19.3921 -0.83
H 2.4148 2.2028 20.1660 0.23
H 2.9253 1.6140 18.5216 0.20
H 4.0812 1.7458 19.8977 0.22
H 3.0585 0.0754 21.1313 0.18
H 1.1714 -1.3798 20.5265 0.15
H 1.0387 -0.6044 18.9524 0.15
H -1.5909 1.0593 20.7289 0.20
H -1.2123 -0.6652 20.4109 0.16
H -1.0935 0.5410 19.1221 0.17
H 3.1687 -1.8293 19.7045 0.35
H 3.3549 -0.8500 18.4000 0.35
C 2.1500 -2.9166 22.7070 -0.64
C 0.8884 -3.6810 23.1176 -0.07
C -0.4261 -3.2740 22.3320 -0.09
O -1.5766 -3.8042 23.0069 -0.56
C -2.0208 -3.1292 24.2055 -0.26
N 1.0096 -5.0734 23.0078 -0.90
H 2.4983 -3.1046 21.6914 0.23
H 2.9873 -3.0698 23.3878 0.22
H 1.8934 -1.8572 22.7120 0.23
H 0.7270 -3.5231 24.1839 0.18
H -0.3774 -3.5401 21.2761 0.21
H -0.4026 -2.1859 22.2728 0.18
H -1.1651 -2.9217 24.8480 0.17
H -2.6390 -3.8113 24.7892 0.20
H -2.6913 -2.2977 23.9887 0.19
H 0.0574 -5.4100 23.0156 0.40
H 1.4517 -5.2526 23.8981 0.38
C 5.9606 -5.0901 17.7049 -0.61
C 5.3693 -5.5866 16.4405 -0.10
C 6.0433 -6.8571 15.7593 -0.08
O 7.4440 -6.5239 15.5845 -0.52
C 8.2078 -7.3950 16.4799 -0.27
N 3.9569 -5.9190 16.7277 -0.33
H 5.4949 -4.1700 18.0579 0.25
H 6.9934 -4.9445 17.3886 0.27
H 5.9063 -5.8375 18.4965 0.21
H 5.3383 -4.7118 15.7909 0.24
H 5.5658 -6.9669 14.7856 0.21
H 5.8016 -7.7557 16.3270 0.18
H 8.1270 -7.1614 17.5415 0.18
H 9.2585 -7.2929 16.2083 0.22
H 7.9305 -8.4194 16.2311 0.18
H 4.0643 -6.7555 17.2835 0.38
H 3.4574 -5.1587 17.1663 0.43
```

HOMO-LUMO gap (alpha / beta)	6.9 / 3.4	eV
highest occupied orbital energy (alpha / beta)	-10.97 / -10.96	eV
total charge	+1
<S²>	0.755
calculated total energy	-5081.08606	hartree
energy relative to the best compared isomer or geometry (same formula, charge and spin)	186.3	kJ/mol
multiplicity	2

***

No. 3
C12H33ClN2O5P | the ωB97M-V functional and the def2-TZVPD basis

The geometry in XYZ format:
```
54
Properties=species:S:1:pos:R:3:nbo_charge:R:1
O 4.6296 1.4818 2.9615 -0.71
C 4.1295 1.3261 1.6324 -0.09
C 2.7626 2.0949 1.4682 -0.12
O 2.0306 1.8607 2.6742 -0.50
C 0.7496 2.3440 2.6027 0.24
O -0.1431 1.4168 1.9142 -0.55
C -1.3929 2.0465 1.7515 -0.35
P -2.7964 0.8833 2.1446 0.97
Cl -4.5306 2.0202 2.2740 -0.12
H 4.1392 0.8833 3.5256 0.47
H 4.9060 1.7802 0.9854 0.19
H 4.0175 0.2440 1.3650 0.20
H 2.2767 1.7014 0.5537 0.18
H 3.0309 3.1669 1.3386 0.18
H 0.3697 2.4250 3.6484 0.17
H 0.6558 3.3440 2.1274 0.15
H -1.4727 2.3357 0.6797 0.26
H -1.5202 2.9286 2.4224 0.24
H -2.6145 0.2531 3.3998 0.08
H -2.9679 -0.0668 1.1080 0.09
C 4.0580 -3.4520 1.4366 -0.62
C 3.8920 -3.0908 -0.0361 -0.08
C 4.4527 -4.1535 -0.9977 -0.08
O 5.8646 -4.1535 -1.1120 -0.55
C 6.5453 -4.8448 -0.0774 -0.25
N 4.4944 -1.7733 -0.2740 -0.84
H 5.0787 -3.3052 1.7900 0.21
H 3.4155 -2.8206 2.0550 0.21
H 3.7771 -4.4909 1.6218 0.21
H 2.8173 -3.0135 -0.2305 0.18
H 4.0802 -3.9284 -2.0015 0.18
H 4.0855 -5.1560 -0.7465 0.17
H 5.9840 -5.7161 0.2710 0.17
H 6.7562 -4.1731 0.7576 0.16
H 7.5011 -5.1857 -0.4754 0.20
H 4.2990 -1.4934 -1.2320 0.35
H 5.5048 -1.8959 -0.2614 0.36
C -7.3100 2.1160 -2.9234 -0.62
C -6.3934 2.3594 -1.7296 -0.08
C -4.8947 2.3467 -2.0835 -0.07
O -4.3437 1.0535 -2.2860 -0.57
C -4.5684 0.5059 -3.5781 -0.25
N -6.7070 1.3812 -0.6820 -0.81
H -7.3402 1.0674 -3.2199 0.21
H -8.3331 2.4040 -2.6771 0.23
H -6.9985 2.7079 -3.7864 0.21
H -6.6235 3.3576 -1.3442 0.19
H -4.3459 2.7639 -1.2309 0.16
H -4.6793 2.9961 -2.9399 0.18
H -4.5641 1.2751 -4.3540 0.18
H -5.5089 -0.0470 -3.6002 0.17
H -3.7651 -0.2009 -3.7871 0.19
H -6.1586 1.6057 0.1416 0.33
H -6.3313 0.4847 -0.9842 0.35
```

HOMO-LUMO gap	6.2	eV
highest occupied orbital energy	-11.07	eV
total charge	+1
calculated total energy	-1763.89919	hartree
energy relative to the best compared isomer or geometry (same formula, charge and spin)	75.2	kJ/mol

***

No. 4
C12H33CuN3O15S3 | the ωB97M-V functional and the def2-TZVPD basis

The geometry in XYZ format:
```
67
Properties=species:S:1:pos:R:3:nbo_charge:R:1
Cu -1.1621 24.3882 3.7937 0.73
S -0.6842 26.4557 -1.7057 2.61
O -1.3941 26.2779 -0.4030 -1.14
O -0.8195 27.8279 -2.1802 -1.15
O 0.6781 26.0312 -1.5174 -1.14
O -1.2982 25.5462 -2.6213 -1.14
S -0.5093 19.3806 1.9389 2.59
O -1.6265 18.4564 2.1348 -1.09
O 0.6106 18.7616 1.2309 -1.14
O -0.9746 20.4795 1.0806 -1.06
O -0.1047 19.9106 3.2294 -1.11
S -5.3089 22.7946 5.8294 2.61
O -4.1567 23.4228 6.5565 -1.12
O -5.3065 21.3567 5.9951 -1.11
O -6.4599 23.4088 6.4460 -1.13
O -5.0803 23.0935 4.4535 -1.09
C -7.0785 29.9484 0.3043 -0.61
C -7.3430 28.4347 0.6462 -0.07
C -7.5425 27.5203 -0.5185 -0.08
O -7.7166 26.1513 -0.1720 -0.52
C -9.0142 25.7637 0.3435 -0.27
N -6.3976 27.9637 1.6713 -0.81
H -6.2171 30.0833 -0.3498 0.21
H -6.9923 30.5230 1.2265 0.21
H -7.8366 30.4181 -0.3223 0.18
H -8.3615 28.4376 1.0345 0.15
H -6.6147 27.4786 -1.0890 0.21
H -8.3561 27.8971 -1.1385 0.14
H -8.9763 24.7068 0.6074 0.21
H -9.8426 25.8200 -0.3626 0.14
H -9.4073 26.2607 1.2304 0.16
H -5.5676 27.6831 1.1688 0.37
H -6.7272 27.0298 1.8694 0.37
C 6.3314 27.7355 3.2299 -0.65
C 4.9446 28.0335 3.8411 -0.07
C 4.2887 29.3034 3.1496 -0.08
O 5.1040 30.4805 3.1917 -0.55
C 5.3151 30.9829 4.5105 -0.27
N 4.0672 26.9299 3.6226 -0.80
H 6.9994 27.1380 3.8503 0.20
H 6.7461 28.7241 3.0331 0.21
H 6.2250 27.2505 2.2595 0.21
H 5.0735 28.1769 4.9139 0.17
H 3.3682 29.5805 3.6634 0.18
H 4.0247 29.1754 2.0998 0.21
H 5.9136 30.3060 5.1200 0.17
H 4.3758 31.3379 4.9346 0.17
H 5.9211 31.8701 4.3264 0.17
H 4.6274 26.0929 3.6984 0.35
H 3.8890 26.9783 2.6297 0.36
C -2.9063 29.3622 13.0750 -0.64
C -3.8846 30.0768 12.0530 -0.09
C -3.2700 30.4471 10.7455 -0.06
O -2.6113 29.4240 10.0623 -0.54
C -2.1325 29.7859 8.7454 -0.26
N -5.0656 29.1896 11.7711 -0.85
H -3.5336 29.1846 13.9485 0.19
H -2.0124 29.9001 13.3907 0.20
H -2.5613 28.4042 12.6859 0.24
H -4.2385 30.9963 12.5192 0.15
H -2.4865 31.1962 10.8592 0.15
H -4.0244 30.9344 10.1278 0.15
H -1.6211 28.9003 8.3682 0.22
H -1.3405 30.5346 8.7346 0.16
H -2.9917 29.9448 8.0936 0.19
H -5.7245 29.2090 12.5363 0.34
H -5.6311 29.3600 10.9517 0.37
```

HOMO-LUMO gap	0.9	eV
highest occupied orbital energy	5.74	eV
total charge	-5
calculated total energy	-4604.15609	hartree
energy relative to the best compared isomer or geometry (same formula, charge and spin)	420.8	kJ/mol

***

No. 5
C12H33NO8Zn | the ωB97M-V functional and the def2-TZVPD basis

The geometry in XYZ format:
```
55
Properties=species:S:1:pos:R:3:nbo_charge:R:1
Zn -16.9685 -16.6880 7.2023 1.76
C -18.8683 -18.8605 7.5455 -0.11
C -18.1988 -19.1402 6.2857 -0.11
O -17.7649 -17.9207 5.7804 -0.81
O -17.9290 -18.1443 8.3590 -0.81
H -19.1111 -19.7822 8.0088 0.22
H -19.7714 -18.3163 7.4377 0.21
H -18.9259 -19.5795 5.6316 0.22
H -17.4682 -19.8946 6.4618 0.19
H -17.7760 -17.9885 4.7682 0.55
H -17.5527 -18.7888 9.0018 0.53
C -15.0274 -13.7520 4.8303 -0.12
C -16.2149 -14.3082 5.5288 -0.11
O -16.1724 -15.7105 5.5512 -0.80
O -13.9099 -14.3118 5.4211 -0.74
H -14.8578 -12.6503 4.9858 0.21
H -14.9735 -13.8680 3.7642 0.18
H -17.0666 -14.0088 4.9278 0.20
H -16.2066 -13.8944 6.5320 0.20
H -15.6740 -15.8999 4.7709 0.52
H -13.1633 -13.8685 4.9587 0.50
C -14.9475 -15.8041 9.0324 -0.11
C -14.3311 -16.7771 8.0779 -0.13
O -15.2685 -17.8513 7.7935 -0.82
O -16.1624 -15.3970 8.5482 -0.80
H -14.3680 -14.9230 9.2525 0.22
H -15.0890 -16.2550 10.0150 0.19
H -13.4281 -17.1510 8.4667 0.23
H -14.0095 -16.2888 7.1559 0.23
H -14.8053 -18.7142 7.9624 0.54
H -16.5692 -14.8409 9.2113 0.53
C -24.9314 -17.8764 10.7073 -0.26
O -24.9618 -18.1988 9.3387 -0.52
C -24.2518 -17.2781 8.5199 -0.07
C -22.7547 -17.2501 8.6359 -0.25
N -22.1196 -16.3068 7.7375 -0.63
C -20.7756 -16.1073 8.1420 -0.26
C -19.8733 -15.7135 6.9995 -0.08
O -18.5827 -15.1905 7.3813 -0.64
C -18.7759 -13.7755 7.4374 -0.26
H -25.6734 -17.0498 10.9263 0.18
H -23.8969 -17.6323 11.0762 0.16
H -25.3611 -18.7129 11.2669 0.21
H -24.6821 -16.3239 8.8259 0.16
H -24.5596 -17.4261 7.4648 0.21
H -22.4939 -18.3240 8.3379 0.19
H -22.3994 -17.1354 9.6697 0.17
H -22.6074 -15.4033 7.7482 0.37
H -20.3988 -16.9772 8.7288 0.19
H -20.7369 -15.4354 8.9716 0.19
H -20.4314 -14.8882 6.5651 0.20
H -19.7814 -16.5501 6.3007 0.19
H -17.8680 -13.3137 7.7221 0.19
H -19.5691 -13.4843 8.1146 0.21
H -19.0971 -13.3699 6.4941 0.20
```

HOMO-LUMO gap	7.8	eV
highest occupied orbital energy	-13.56	eV
total charge	+2
calculated total energy	-2912.37162	hartree

***

No. 6
C12H33O5V | the ωB97M-V functional and the def2-TZVPD basis

The geometry in XYZ format:
```
51
Properties=species:S:1:pos:R:3:nbo_charge:R:1
V -1.5690 1.9035 0.3331 1.56
O 0.3569 1.4196 0.0149 -1.19
H 0.9023 1.4496 0.8084 0.46
C 2.8207 3.7675 -3.3690 -0.63
C 2.6612 2.6489 -2.3768 0.09
C 3.8372 1.6810 -2.3540 -0.63
O 2.4583 3.2135 -1.0633 -0.75
H 3.6825 4.4071 -3.1552 0.22
H 1.9480 4.4289 -3.3846 0.21
H 2.9329 3.4451 -4.4083 0.21
H 1.7510 2.0789 -2.6119 0.15
H 3.7654 0.9614 -3.1735 0.21
H 3.7959 1.0580 -1.4557 0.21
H 4.7876 2.2122 -2.3316 0.22
H 1.6934 2.7595 -0.6880 0.48
C 0.2897 1.5251 3.6766 -0.63
C -0.6103 0.4102 3.2267 0.10
C -1.2851 -0.2924 4.4034 -0.65
O -1.6458 0.9825 2.3666 -0.80
H 0.6939 2.0738 2.8213 0.20
H 1.1310 1.1369 4.2487 0.24
H -0.2640 2.2451 4.2815 0.22
H -0.0325 -0.3130 2.6497 0.19
H -1.5049 0.4176 5.1921 0.23
H -0.6220 -1.0806 4.7611 0.25
H -2.1294 -0.8622 4.0051 0.22
H -2.5232 0.9016 2.7552 0.51
C -0.0870 -3.7126 -0.2447 -0.62
C 0.6249 -2.4544 0.2259 0.11
C 2.1379 -2.5652 0.2235 -0.64
O 0.1557 -1.3344 -0.5367 -0.77
H -1.1462 -3.5025 -0.3891 0.21
H 0.0639 -4.5015 0.4864 0.23
H 0.3289 -4.0307 -1.2026 0.22
H 0.3372 -2.2975 1.2822 0.14
H 2.6208 -1.5880 0.2898 0.21
H 2.5374 -3.0501 -0.6715 0.22
H 2.4601 -3.1794 1.0666 0.22
H 0.5614 -0.4913 -0.2429 0.52
C -2.7809 -0.9527 -2.5105 -0.65
C -3.2653 -0.4475 -1.1544 0.11
C -3.9856 -1.5407 -0.3536 -0.64
O -2.0724 0.0003 -0.3985 -0.85
H -2.3248 -0.1370 -3.0849 0.22
H -3.5710 -1.3198 -3.1617 0.24
H -1.9993 -1.7014 -2.3733 0.23
H -3.9369 0.4079 -1.2427 0.18
H -4.5794 -2.1084 -1.0815 0.23
H -4.7440 -1.1320 0.3134 0.22
H -3.3331 -2.2688 0.1188 0.22
H -1.3243 -0.6718 -0.5305 0.54
```

HOMO-LUMO gap (alpha / beta)	7.5 / 7.5	eV
highest occupied orbital energy (alpha / beta)	-11.94 / -11.94	eV
total charge	+1
<S²>	3.756
calculated total energy	-1796.97231	hartree
energy relative to the best compared isomer or geometry (same formula, charge and spin)	0.0	kJ/mol
multiplicity	4